# C29H55Cl2F5Mg2NaO16PV

A structure of composition C29H55Cl2F5Mg2NaO16PV at a distorted geometry (ωB97M-V with the def2-TZVPD basis set, OMol25).

Each line ends with the Löwdin charge.
Positions of all 112 atoms, in Å:
V  4.165  0.191  -5.674  1.189
Cl  4.192  0.868  2.205  0.415
Cl  3.172  2.764  -2.812  0.117
P  -2.444  3.958  -0.748  0.547
Mg  0.758  -4.865  5.815  1.349
Mg  -3.561  6.354  -2.413  0.779
Na  -0.896  7.090  -3.617  0.458
F  0.604  2.433  -2.000  0.056
F  -2.096  -5.585  -3.945  0.143
F  -0.481  -6.980  -4.214  0.133
F  -0.830  -6.087  -2.279  0.140
F  3.259  -5.213  4.334  -0.544
O  -0.011  -3.611  -3.276  0.018
O  2.353  -7.642  -5.649  -0.055
O  -1.687  3.543  1.979  -0.159
O  5.232  1.051  -6.665  -0.500
O  4.627  -3.906  1.524  0.185
O  0.829  1.784  3.526  -0.106
O  -1.951  2.187  3.872  -0.148
O  3.564  -1.911  1.565  0.009
O  -0.422  -3.435  2.767  0.055
O  1.281  5.465  -4.735  -0.152
O  3.094  -0.801  -4.798  -0.492
O  -1.389  2.824  -1.492  -0.175
O  1.487  -5.055  -4.208  -0.100
O  0.976  -3.454  4.457  -0.027
O  4.221  -2.816  -0.418  0.058
O  -1.123  5.018  -0.419  -0.316
C  2.305  -5.251  -3.052  -0.237
C  -0.827  -5.831  -3.590  -0.550
C  0.106  -4.656  -4.035  -0.441
C  4.174  -2.978  0.947  -0.529
C  0.284  1.358  4.766  -0.192
C  0.107  4.502  -0.817  -0.157
C  -1.169  -2.585  5.024  0.044
C  -3.085  -0.496  -1.302  -0.148
C  -0.196  3.454  -1.955  -0.566
C  2.228  4.574  -3.939  -0.279
C  2.644  2.913  4.718  -0.047
C  3.362  -0.909  0.576  -0.292
C  -2.213  4.390  2.881  -0.206
C  -2.503  3.084  0.956  -0.239
C  -2.150  3.592  4.237  -0.101
C  -4.329  1.795  -0.499  -0.219
C  -1.306  1.332  4.813  -0.152
C  2.156  -6.623  -2.409  -0.071
C  0.709  4.201  -4.407  -0.206
C  -0.889  -2.201  2.114  -0.101
C  -1.142  -2.201  -0.511  -0.159
C  -3.943  3.026  -1.381  -0.266
C  -3.424  0.569  -0.314  -0.274
C  -0.484  4.249  -3.257  -0.035
C  3.377  -1.707  -0.726  -0.106
C  -0.223  -1.964  0.730  -0.129
C  -2.435  -1.454  -0.241  -0.223
C  2.204  1.745  3.769  -0.380
C  -0.156  -3.171  4.042  -0.507
H  -2.197  -2.838  4.739  0.118
H  4.197  -0.194  0.593  -0.003
H  -2.500  -0.226  -2.187  0.119
H  -5.246  1.402  -0.984  0.118
H  0.553  2.118  5.524  0.097
H  -3.676  2.716  -2.408  0.087
H  -3.078  3.727  4.815  0.119
H  3.334  -5.174  -3.420  0.122
H  -0.490  5.311  -2.973  0.022
H  1.284  -6.669  -1.764  0.055
H  0.184  -0.948  0.750  0.113
H  0.652  -2.622  0.688  0.116
H  3.788  -1.121  -1.547  0.129
H  3.026  -6.843  -1.784  0.082
H  -1.028  -3.042  6.030  0.080
H  2.840  1.998  2.789  0.003
H  -1.981  -2.273  2.083  0.128
H  2.291  4.844  -2.894  0.035
H  -1.376  3.891  -3.778  0.118
H  -3.205  4.811  2.673  0.128
H  -3.995  -0.977  -1.701  0.116
H  -4.662  2.098  0.503  0.090
H  -1.291  -3.265  -0.739  0.115
H  -4.813  3.698  -1.517  0.073
H  -0.201  -4.529  -5.097  0.181
H  -0.628  -1.360  2.774  0.123
H  2.056  -7.400  -3.166  0.061
H  -1.573  1.617  5.843  0.126
H  -2.163  2.037  0.870  0.089
H  -3.282  5.001  -0.145  0.018
H  -3.213  -2.125  0.149  0.122
H  1.574  -7.076  -5.711  0.016
H  2.480  0.762  4.172  0.086
H  -2.179  -0.761  0.584  0.074
H  -1.324  3.944  4.882  0.123
H  -1.538  5.265  2.942  0.133
H  -3.962  0.005  0.470  0.128
H  2.185  -4.449  -2.318  0.101
H  0.547  3.962  0.042  0.140
H  2.393  -2.087  -1.017  0.122
H  2.430  -0.374  0.748  0.101
H  -1.613  0.303  4.602  0.083
H  0.816  5.312  -1.049  0.129
H  0.705  0.393  5.088  0.117
H  0.614  3.425  -5.184  0.139
H  3.510  2.557  5.284  0.088
H  2.994  4.109  -4.530  0.021
H  1.822  3.249  5.355  0.058
H  -2.456  0.878  0.094  0.069
H  2.906  3.765  4.075  0.084
H  -3.512  3.062  1.387  0.102
H  -0.629  -1.771  -1.377  0.109
H  -2.609  4.796  -1.993  -0.148
H  2.180  -8.357  -6.269  0.036
H  -1.049  -1.504  5.179  0.081

Properties
Total charge   +1
LUMO level   -7.1 eV
2S+1   1
Orbital gap   1.57 eV
HOMO   -8.7 eV

# C29H56AsN11P2Si3V

A structure of composition C29H56AsN11P2Si3V at a distorted geometry (ωB97M-V with the def2-TZVPD basis set, OMol25).

Each line ends with the Löwdin charge.
Positions of all 103 atoms, in Å:
As  -1.573  0.896  -1.645  0.840
V  -0.301  0.449  0.597  0.442
P  2.244  0.472  0.174  1.002
P  0.525  -0.813  2.674  1.030
Si  -1.423  -0.764  -3.409  0.368
Si  -4.036  1.004  -1.642  0.385
Si  -1.112  3.163  -2.337  0.358
N  4.302  -0.915  1.260  0.143
N  -2.886  -0.681  1.028  -0.038
N  -2.035  0.329  1.316  -0.208
N  -0.256  3.663  2.918  0.086
N  -3.910  -0.578  1.804  -0.008
N  -2.067  2.110  2.903  0.199
N  -0.242  2.123  1.349  -0.163
N  0.834  3.795  2.139  -0.007
N  0.857  2.913  1.213  -0.059
N  2.795  -2.316  3.103  0.155
N  -3.791  0.468  2.626  0.072
C  0.225  -2.940  4.648  -0.083
C  6.775  -3.256  2.511  -0.051
C  2.624  -0.390  -1.465  -0.677
C  -4.887  1.790  -3.142  -0.197
C  6.241  -2.204  1.826  -0.001
C  -1.626  -2.388  -2.447  -0.216
C  5.992  -4.002  3.423  -0.051
C  3.480  1.807  0.316  -0.225
C  -1.569  4.206  -0.823  -0.207
C  -0.453  -2.201  3.493  -0.678
C  -0.783  -3.165  2.345  -0.092
C  0.119  -0.825  -4.506  -0.201
C  2.150  0.592  -2.539  -0.140
C  -4.761  -0.742  -1.548  -0.212
C  4.877  -1.883  2.000  -0.195
C  -2.149  3.628  -3.849  -0.200
C  4.681  -3.691  3.642  0.000
C  4.094  -2.630  2.918  -0.193
C  2.249  -1.390  2.360  -0.385
C  -2.629  1.011  2.317  -0.483
C  4.081  -0.743  -1.761  -0.072
C  1.773  -1.666  -1.441  -0.098
C  0.904  0.391  4.005  -0.199
C  -4.553  2.189  -0.259  -0.202
C  0.693  3.490  -2.780  -0.212
C  -0.909  2.635  2.424  -0.437
C  -2.830  -0.473  -4.631  -0.212
C  -1.728  -1.567  4.056  -0.089
C  3.014  -0.709  1.372  -0.392
H  2.670  1.545  -2.431  0.071
H  7.810  -3.532  2.360  0.114
H  -0.126  -1.434  -5.379  0.044
H  -4.547  3.217  -0.625  0.034
H  -2.184  5.060  -1.113  0.042
H  -0.020  0.782  4.432  0.045
H  -5.093  -1.069  -2.535  0.026
H  -3.068  4.144  -3.569  0.024
H  -5.632  -0.732  -0.890  0.040
H  6.825  -1.619  1.126  0.120
H  -1.579  4.301  -4.491  0.039
H  -1.519  -1.009  4.969  0.091
H  0.780  4.533  -3.093  0.046
H  1.482  1.220  3.595  0.044
H  -2.222  -0.902  3.352  0.016
H  -2.440  -2.356  4.301  0.106
H  0.135  -3.525  1.872  0.077
H  4.748  0.105  -1.608  0.082
H  0.720  -1.434  -1.229  0.032
H  -4.075  -1.481  -1.145  -0.005
H  -3.932  2.151  0.632  -0.013
H  -4.650  2.846  -3.257  0.009
H  3.336  2.549  -0.467  0.043
H  -2.484  -2.948  -2.822  0.040
H  0.407  0.166  -4.862  0.037
H  4.436  -1.573  -1.162  0.070
H  -1.330  -4.031  2.720  0.098
H  -1.802  -2.191  -1.387  -0.006
H  -1.406  -2.677  1.590  0.051
H  1.817  -2.188  -2.398  0.086
H  4.152  -1.035  -2.812  0.094
H  -5.572  1.948  0.051  0.049
H  -2.880  0.581  -4.908  0.012
H  1.045  2.866  -3.603  0.026
H  1.014  -3.594  4.311  0.059
H  4.076  -4.243  4.349  0.119
H  3.337  2.304  1.274  0.038
H  -2.139  3.624  -0.098  -0.010
H  -3.803  -0.770  -4.242  0.011
H  -4.701  1.288  -4.088  0.011
H  6.447  -4.829  3.952  0.114
H  1.076  0.772  -2.475  -0.002
H  -2.418  2.752  -4.440  0.009
H  -2.646  -1.043  -5.543  0.043
H  4.471  1.365  0.268  0.041
H  -0.537  -3.543  5.149  0.095
H  0.977  -1.278  -4.018  -0.004
H  -2.581  2.605  3.615  0.173
H  2.376  0.211  -3.535  0.084
H  2.138  -2.357  -0.677  0.087
H  -5.960  1.715  -2.942  0.052
H  1.489  -0.099  4.782  0.059
H  -0.679  4.594  -0.326  0.022
H  1.352  3.348  -1.922  0.010
H  -0.750  -3.032  -2.538  0.028
H  0.638  -2.251  5.386  0.080

Properties
Total charge   +1
LUMO level (spin up / spin down)   -4.2 / -3.6 eV
2S+1   3
Orbital gap (spin up / spin down)   7.35 / 7.95 eV
⟨S²⟩   2.027
Energy relative to the best compared isomer or geometry (same formula, charge and spin)   0.538 eV
HOMO (spin up / spin down)   -11.5 / -11.5 eV

# C29H56ClPPbSi

A structure of composition C29H56ClPPbSi at a distorted geometry (ωB97M-V with the def2-TZVPD basis set, OMol25).

Each line ends with the Löwdin charge.
Positions of all 89 atoms, in Å:
Pb  0.000  0.000  0.000  0.743
Cl  0.176  -0.955  2.126  0.240
P  -1.255  0.686  -1.872  1.036
Si  0.501  -3.660  0.174  0.376
C  -1.784  3.472  -1.466  -0.202
C  -0.017  2.101  1.255  -0.235
C  -2.980  0.202  -1.377  -0.417
C  -5.477  0.103  -1.702  -0.191
C  0.233  2.139  2.743  -0.215
C  2.264  -3.468  -0.423  -0.206
C  -1.541  4.911  -1.941  -0.187
C  2.433  2.268  0.719  -0.181
C  -1.325  -1.784  -5.332  -0.189
C  -4.167  0.745  -2.187  -0.201
C  -1.929  2.696  -3.850  -0.195
C  0.453  0.221  -4.078  -0.215
C  2.659  1.723  2.131  -0.191
C  -1.667  4.130  -4.335  -0.188
C  -3.188  0.472  0.128  -0.240
C  0.984  2.210  0.310  -0.210
C  0.590  -4.103  1.995  -0.243
C  1.702  2.411  3.109  -0.184
C  -1.886  -0.758  -4.334  -0.192
C  1.487  -0.224  -1.036  -0.483
C  -0.779  -0.344  -3.349  -0.398
C  -0.091  -1.243  -6.065  -0.202
C  -2.164  5.163  -3.318  -0.201
C  -0.200  -5.169  -0.669  -0.209
C  -0.665  -2.197  -0.274  -0.425
C  -5.695  0.349  -0.204  -0.200
C  -1.245  2.452  -2.487  -0.384
C  0.996  -0.815  -5.072  -0.186
C  -4.501  -0.153  0.616  -0.184
H  -6.319  0.500  -2.282  0.111
H  -5.827  1.427  -0.032  0.115
H  1.348  -1.694  -4.515  0.117
H  1.121  -3.337  2.587  -0.019
H  -3.258  5.092  -3.238  0.116
H  0.302  -2.001  -6.754  0.108
H  -2.931  -0.890  -1.495  0.110
H  -0.465  -1.265  -2.841  0.082
H  -1.573  1.988  -4.599  0.080
H  0.443  -6.047  -0.442  0.035
H  -0.104  1.202  3.196  0.041
H  2.320  0.478  -1.145  -0.049
H  -2.105  -2.064  -6.050  0.111
H  2.287  -3.347  -1.524  0.027
H  0.200  1.139  -4.622  0.101
H  -5.436  -0.978  -1.893  0.118
H  1.230  0.486  -3.349  0.081
H  -1.229  -5.356  -0.305  0.033
H  -0.588  4.264  -4.495  0.119
H  -3.008  2.542  -3.750  0.103
H  0.745  2.567  -0.687  0.092
H  -2.722  -1.204  -3.787  0.103
H  -0.383  -0.377  -6.678  0.114
H  1.893  3.493  3.087  0.113
H  -4.421  -1.244  0.524  0.120
H  -4.031  0.557  -3.256  0.094
H  -1.051  -2.695  -4.783  0.117
H  -1.316  3.331  -0.492  0.070
H  -6.617  -0.141  0.131  0.109
H  -0.409  2.934  3.148  0.120
H  2.750  3.323  0.669  0.131
H  2.838  -4.377  -0.152  0.034
H  -1.621  -2.346  0.267  -0.001
H  -2.154  4.283  -5.306  0.113
H  -2.861  3.310  -1.333  0.108
H  -2.360  0.043  0.714  0.042
H  -3.196  1.554  0.316  0.110
H  -4.643  0.070  1.680  0.116
H  -4.237  1.833  -2.057  0.102
H  2.732  -2.592  0.074  0.029
H  3.700  1.886  2.431  0.115
H  -0.215  -5.001  -1.765  0.027
H  1.619  -1.185  -1.549  -0.033
H  1.861  -0.402  -5.605  0.112
H  -1.943  5.615  -1.202  0.113
H  1.890  2.074  4.134  0.113
H  1.162  -5.048  2.099  0.032
H  -1.047  2.290  0.960  0.070
H  -0.923  -2.421  -1.309  -0.027
H  3.065  1.741  -0.007  0.097
H  -0.169  2.651  -2.623  0.113
H  2.472  0.643  2.137  0.085
H  -1.935  6.179  -3.661  0.110
H  -0.457  5.089  -1.993  0.118
H  -2.278  0.107  -4.883  0.102
H  -0.435  -4.256  2.392  0.036

Properties
LUMO level (spin up / spin down)   0.3 / 0.3 eV
2S+1   1
Orbital gap (spin up / spin down)   5.97 / 5.97 eV
HOMO (spin up / spin down)   -5.7 / -5.7 eV

# C29H56N2O2OsP3

A structure of composition C29H56N2O2OsP3 at a distorted geometry (ωB97M-V with the def2-TZVPD basis set, OMol25).

Each line ends with the Löwdin charge.
Positions of all 93 atoms, in Å:
Os  -0.401  0.136  0.750  0.965
P  -1.400  0.037  4.119  1.030
P  -2.407  0.212  -0.505  0.744
P  1.922  0.450  0.832  0.781
O  -0.383  1.160  -6.371  -0.058
O  2.546  -3.018  -3.341  -0.064
N  -1.007  0.013  2.494  -0.357
N  -0.252  2.191  0.115  -0.147
C  -3.767  -0.158  5.640  -0.065
C  -1.591  -2.746  4.527  -0.075
C  2.830  0.393  -0.764  -0.214
C  -0.585  -1.397  6.390  -0.070
C  1.953  2.265  1.194  -0.272
C  -1.279  -2.733  0.984  -0.183
C  -1.059  4.025  -1.241  -0.056
C  -3.740  1.458  3.700  -0.084
C  0.105  -4.724  0.928  -0.086
C  -3.841  -0.993  3.265  -0.091
C  -2.460  -0.950  -1.924  -0.223
C  0.671  -1.841  4.234  -0.075
C  0.905  1.381  4.872  -0.086
C  -1.174  1.978  6.163  -0.070
C  -0.703  -1.535  4.858  -0.591
C  1.171  -3.959  0.447  -0.082
C  -4.129  0.211  0.108  -0.228
C  0.837  2.936  0.414  -0.387
C  -3.259  0.083  4.205  -0.593
C  -2.200  1.828  -1.244  -0.184
C  -0.181  -1.951  0.607  -0.369
C  -1.128  -4.111  1.176  -0.095
C  1.015  -2.586  0.237  -0.157
C  -0.024  4.821  -0.808  -0.120
C  3.088  -0.323  1.992  -0.215
C  0.937  4.272  0.038  -0.034
C  -0.847  2.768  3.795  -0.077
C  -1.201  2.690  -0.782  -0.364
C  -0.615  1.598  4.778  -0.597
H  0.167  -0.659  6.697  0.068
H  -4.431  -0.799  0.415  0.048
H  -4.226  0.892  0.965  0.031
H  -2.266  -2.280  1.110  0.061
H  -0.164  3.584  4.072  0.100
H  -0.577  2.821  6.543  0.101
H  1.441  -1.112  4.506  0.055
H  -2.565  -2.721  5.030  0.069
H  -3.208  -0.611  -2.654  0.057
H  1.749  -3.568  -3.430  0.044
H  -1.865  3.166  3.837  0.068
H  -4.860  -0.024  5.630  0.103
H  2.831  -0.102  3.034  0.026
H  1.193  0.675  5.661  0.072
H  -1.477  -0.985  -2.410  0.048
H  1.843  2.450  2.277  0.074
H  1.375  2.346  5.120  0.102
H  -0.263  0.309  -0.874  0.000
H  -1.808  4.366  -1.952  0.108
H  2.133  -4.422  0.216  0.110
H  4.108  0.039  1.792  0.066
H  2.933  2.658  0.887  0.094
H  3.064  -1.410  1.844  0.050
H  -3.280  -1.033  2.325  0.024
H  -4.826  1.402  3.530  0.098
H  2.494  -2.414  -4.081  0.027
H  1.822  -2.022  -0.236  0.053
H  -1.721  -2.859  3.441  0.057
H  -1.546  -1.149  6.862  0.073
H  1.007  -2.820  4.607  0.103
H  -2.897  2.207  -1.996  0.091
H  -3.574  2.257  4.432  0.073
H  0.598  -1.914  3.137  0.062
H  0.227  -5.796  1.089  0.106
H  -1.089  1.164  6.896  0.071
H  -2.723  -1.951  -1.557  0.050
H  -1.304  1.200  -6.123  0.021
H  0.433  -0.151  -0.759  0.047
H  2.205  0.784  -1.576  0.055
H  3.729  1.019  -0.667  0.064
H  0.060  5.859  -1.126  0.100
H  -4.798  0.559  -0.693  0.063
H  -3.268  1.726  2.744  0.070
H  -0.617  2.481  2.759  0.048
H  -0.267  -2.371  6.791  0.101
H  -1.072  -3.650  4.882  0.104
H  -3.569  -1.176  5.998  0.071
H  -4.881  -0.728  3.026  0.097
H  -2.218  2.317  6.120  0.072
H  0.090  1.503  -5.594  0.036
H  1.315  1.053  3.905  0.040
H  -1.985  -4.702  1.509  0.110
H  -3.857  -1.992  3.711  0.073
H  3.128  -0.635  -1.006  0.048
H  -3.356  0.557  6.364  0.069
H  1.798  4.831  0.404  0.119

Properties
Total charge   +1
LUMO level (spin up / spin down)   -1.9 / -3.9 eV
2S+1   5
Orbital gap (spin up / spin down)   4.82 / 6.89 eV
⟨S²⟩   6.033
HOMO (spin up / spin down)   -6.8 / -10.8 eV

It is found that the total energy values, taken in the order of the records, are -5608.12152 -6471.82068 -2422.24683 -2512.99156 hartree.